The following is a quantum chemistry calculation of C24H32N6O8PbS as an isolated structure, from the OMol25 dataset.

Geometry as XYZ:
```
72
Properties=species:S:1:pos:R:3:lowdin_charge:R:1
Pb -1.01294 0.17362 0.98478 1.57
C 4.01662 0.08298 3.54595 0.00
O 2.75384 -0.56802 3.32026 0.04
C 1.92629 -0.19038 2.38827 -0.57
O 0.84710 -0.77363 2.25405 -0.11
N 2.28177 0.84491 1.57888 0.04
N 1.37536 1.26797 0.60999 0.00
H 4.43479 -0.40938 4.41663 0.11
H 3.88322 1.14131 3.77124 0.11
H 4.68686 -0.06071 2.69765 0.11
H 3.21713 1.21875 1.59248 0.15
H 1.62913 0.96794 -0.32853 0.09
H 1.30227 2.28017 0.60239 0.12
C 2.43548 -8.40357 -3.12804 -0.11
C 1.89386 -7.21649 -2.33918 -0.30
S 0.10384 -7.40103 -2.24561 0.65
O -0.44432 -7.16432 -3.55372 -0.30
O -0.20761 -8.59647 -1.52838 -0.28
C -0.45371 -5.98705 -1.20922 -0.18
C -0.88210 -4.84889 -2.12620 -0.14
N -1.41188 -3.70840 -1.36633 0.07
C -0.68644 -2.74366 -0.78137 -0.31
N -1.48066 -1.89291 -0.12964 -0.05
C -2.76426 -2.31854 -0.30289 -0.03
C -2.73532 -3.44606 -1.05964 -0.11
N -3.88863 -4.19061 -1.51405 -0.32
O -4.94574 -3.60545 -1.41710 0.13
O -3.71929 -5.32899 -1.89969 0.13
C 0.79005 -2.59028 -0.84681 0.04
H 3.51070 -8.30869 -3.26420 0.08
H 1.96213 -8.45460 -4.10807 0.08
H 2.22733 -9.33177 -2.59914 0.09
H 2.09026 -6.26895 -2.84268 0.10
H 2.26532 -7.20409 -1.31454 0.10
H 0.35560 -5.71471 -0.53076 0.10
H -1.29582 -6.38162 -0.64124 0.11
H -1.65490 -5.22249 -2.78493 0.11
H -0.05337 -4.50255 -2.74155 0.13
H -3.62282 -1.82666 0.12392 0.14
H 1.24930 -3.30425 -1.52430 0.08
H 1.21433 -2.72492 0.15011 0.10
H 1.01969 -1.57745 -1.18525 0.07
C -1.30604 4.49505 -4.72013 -0.03
O -0.98034 3.14773 -4.37688 -0.06
C 0.20829 2.89628 -3.81364 -0.22
C 1.08255 3.89074 -3.38310 0.01
C 2.32504 3.56234 -2.86938 -0.06
C 2.73496 2.23854 -2.79995 -0.09
C 1.87639 1.24028 -3.22428 -0.04
C 0.60751 1.54712 -3.69498 -0.16
N -0.19742 0.47571 -4.18736 0.15
C -1.48330 0.23172 -4.03178 0.04
C -2.37304 0.74136 -3.05376 -0.14
C -3.72796 0.87615 -3.43438 -0.01
C -4.63403 1.52956 -2.64365 -0.05
C -4.21446 2.05706 -1.41878 -0.03
C -2.92575 1.85678 -0.97444 -0.07
C -1.97027 1.14630 -1.73757 -0.39
O -0.79740 0.82061 -1.25817 -0.28
H -2.24861 4.44416 -5.25621 0.10
H -0.54041 4.93120 -5.36296 0.11
H -1.43782 5.10764 -3.82612 0.10
H 0.80362 4.93072 -3.47817 0.12
H 2.98639 4.35569 -2.54674 0.12
H 3.73123 1.99716 -2.45302 0.11
H 2.18500 0.20077 -3.19815 0.12
H 0.28376 -0.09966 -4.86682 0.17
H -1.89858 -0.44744 -4.77001 0.16
H -4.01923 0.51465 -4.41393 0.13
H -5.65608 1.66140 -2.96870 0.12
H -4.90741 2.62517 -0.81147 0.13
H -2.60245 2.30699 -0.04232 0.08
```

## Properties
HOMO energy ... -13.8 eV
Net charge ... +2
Frontier orbital gap ... 7.633 eV
E_tot ... -2454.62609 Eh